## one
2 unconnected molecules or ions with the total composition CH2FIS, computed with ωB97M-V with the def2-TZVPD basis set.

Results
LUMO level (alpha / beta) = -0.1 / -2.7 eV

```
6
Properties=species:S:1:pos:R:3:mulliken_charge:R:1
C 0.8385 0.8642 -0.1651 -0.174
F 1.4638 2.0193 0.1389 -0.176
S -2.5697 -1.0692 -0.0542 -0.173
I 1.9021 -0.9258 -0.1423 0.111
H -0.2167 0.7644 -0.0810 0.267
H -1.4179 -1.6530 0.3036 0.144
```

=====

## two
A molecular structure, CH2FIS, computed with ωB97M-V with the def2-TZVPD basis set.

Results
LUMO level = -0.5 eV

```
6
Properties=species:S:1:pos:R:3:mulliken_charge:R:1
C 0.0641 0.4673 0.0652 -0.184
F 0.2759 1.0471 1.2937 -0.178
S 1.3217 -0.9328 -0.2681 -0.131
I -2.0789 -0.1605 -0.0507 0.051
H 0.0840 1.4747 -0.8270 0.281
H 0.3332 -1.8957 -0.2132 0.160
```

=====

Each structure's energy above the most stable one, in kcal/mol: one 51.8; two 0.0.

=====

## one
2 unconnected molecules or ions with the total composition C8H14NO, computed with ωB97M-V with the def2-TZVPD basis set.

Results
Net charge = +1
LUMO level = -4.9 eV

```
24
Properties=species:S:1:pos:R:3:mulliken_charge:R:1
C -3.2001 1.4107 -1.2716 -0.372
C -1.9877 1.9638 -0.7607 -0.203
C -2.8982 0.1001 -1.5422 -0.278
C 1.5957 1.1369 -0.3056 -1.327
C 1.7122 0.0815 2.0783 -1.440
C 0.5673 -2.4468 0.7566 -1.208
C 1.2109 -1.3124 -0.1094 -0.060
C 1.5517 0.0142 0.5671 1.095
N -1.0356 1.1164 -0.9572 -0.143
O -1.5746 -0.0843 -1.3404 -0.226
H -4.0767 2.0131 -1.3351 0.380
H -1.8544 2.9771 -0.6319 0.436
H -3.3868 -0.6897 -2.1629 0.362
H 0.4579 1.3522 -0.6203 0.476
H 2.1148 0.8790 -1.2704 0.349
H 2.1606 1.9718 0.1920 0.459
H 2.5146 -0.5870 2.4355 0.374
H 0.7023 -0.2299 2.5222 0.356
H 1.9394 1.0393 2.4807 0.432
H 0.6658 -3.4022 0.3525 0.391
H 0.8935 -2.4460 1.7494 0.348
H -0.5396 -2.1991 0.6791 0.264
H 2.0269 -1.7847 -0.6492 0.393
H 0.4400 -0.8741 -0.8566 0.140
```

=====

## two
2 unconnected molecules or ions with the total composition C8H14NO, computed with ωB97M-V with the def2-TZVPD basis set.

Results
Net charge = +1
LUMO level (alpha / beta) = -3.8 / -3.8 eV

```
24
Properties=species:S:1:pos:R:3:mulliken_charge:R:1
C -0.4265 2.2085 0.4562 -0.438
C 0.9308 0.2005 -1.1143 0.507
C -2.5666 -0.3000 0.0217 -0.761
C -1.9163 -1.1844 1.0976 -0.395
C -1.2352 0.0342 0.6199 0.317
C 2.7047 -1.2231 -2.2644 -1.116
C 0.0987 1.1404 2.4473 -1.127
C 1.2407 -1.0742 -1.6382 -0.223
N -0.6483 1.1372 1.1189 0.153
O 1.1438 1.3105 -0.8325 -0.335
H 0.1233 2.9261 0.9554 0.392
H -1.0443 2.3120 -0.5169 0.280
H -2.6190 -0.6931 -0.9765 0.188
H -3.4251 0.2982 0.2503 0.239
H -2.2244 -1.0900 2.2199 0.238
H -1.3885 -2.2143 0.8760 0.185
H 3.4593 -1.9339 -1.8210 0.315
H 3.1649 -0.2832 -2.5922 0.357
H 2.5215 -1.6902 -3.1844 0.354
H 0.3617 0.1084 2.5694 0.353
H -0.5805 1.5442 3.0669 0.396
H 1.0683 1.6216 2.2856 0.464
H 0.9684 -1.7694 -0.8053 0.284
H 0.2887 -1.3861 -2.2393 0.371
```

=====

Each structure's energy above the most stable one, in kcal/mol: one 0.0; two 45.6.

=====

## one
3 unconnected molecules or ions with the total composition C3H14N2O2, computed with ωB97M-V with the def2-TZVPD basis set.

Results
SMILES = CNCCN.O.O
LUMO level = 0.8 eV

```
21
Properties=species:S:1:pos:R:3:mulliken_charge:R:1
C 0.6209 0.8722 2.0464 -0.961
N 0.6748 -0.0421 0.8373 -0.528
C -0.6858 -0.4155 0.5217 -0.236
C -0.6571 -1.0198 -0.8630 -1.043
N -0.1265 -0.3384 -2.0536 -0.584
H -0.3129 1.2568 2.2114 0.430
H 0.7720 0.3413 3.0623 0.245
H 1.4811 1.5936 2.0588 0.304
H 1.0321 0.6887 0.1336 0.276
H -1.5538 0.3734 0.5054 0.259
H -1.0560 -1.1490 1.2636 0.311
H -1.6335 -1.2595 -1.1805 0.485
H -0.2113 -2.1016 -0.8546 0.317
H 0.7869 -0.6717 -2.3007 0.280
H 0.0641 0.7138 -1.9972 0.247
O 3.4624 -0.7745 0.2777 -0.654
H 3.7488 -1.6156 0.7648 0.359
H 2.6046 -0.6628 0.6279 0.487
O -2.8393 1.7873 -1.6807 -0.669
H -2.3436 0.8736 -1.6766 0.342
H -3.8280 1.5499 -1.7042 0.332
```

=====

## two
3 unconnected molecules or ions with the total composition C3H14N2O2, computed with ωB97M-V with the def2-TZVPD basis set.

Results
SMILES = CCNCN.O.O
LUMO level = 0.5 eV

```
21
Properties=species:S:1:pos:R:3:mulliken_charge:R:1
C 0.6854 -0.0170 2.5703 -1.185
C 0.5066 0.9444 1.4254 -0.087
N 1.4172 0.7134 0.2532 -0.546
C 0.9563 1.4049 -0.9295 -0.459
N -0.1839 0.7440 -1.5170 -0.427
H 0.7687 0.5313 3.5142 0.309
H 1.5973 -0.6182 2.5799 0.364
H -0.1597 -0.6850 2.7714 0.291
H -0.4909 0.8382 0.9980 0.241
H 0.6877 1.9781 1.7295 0.288
H 1.5082 -0.2924 0.1582 0.241
H 1.8210 1.5431 -1.5694 0.318
H 0.6815 2.4290 -0.6014 0.301
H -0.3882 0.9346 -2.4855 0.176
H -0.3160 -0.2425 -1.3133 0.258
O -2.2524 -1.0862 0.0014 -0.634
H -2.8784 -1.7420 -0.3690 0.274
H -2.4495 -0.2787 -0.4802 0.315
O -0.7480 -2.0418 -2.0744 -0.614
H -0.5974 -2.9700 -1.8164 0.299
H -0.1656 -2.0873 -2.8455 0.278
```

=====

Each structure's energy above the most stable one, in kcal/mol: one 21.0; two 0.0.

=====

## one
3 unconnected molecules or ions with the total composition C3H14N2O2, computed with ωB97M-V with the def2-TZVPD basis set.

Results
SMILES = CCNCN.O.O
LUMO level = 0.8 eV

```
21
Properties=species:S:1:pos:R:3:mulliken_charge:R:1
C -0.1095 -0.4433 2.7254 -1.261
C -0.4704 0.3630 1.4944 -0.485
N -0.3174 -0.4541 0.2827 -0.379
C -0.1948 0.3522 -0.9420 -0.310
N -0.6404 -0.3393 -2.1123 -0.507
H -0.8385 -1.2242 2.9215 0.303
H -0.0433 0.1712 3.6154 0.386
H 0.8701 -0.8830 2.5806 0.323
H -1.4893 0.7465 1.5516 0.335
H 0.1924 1.2196 1.3820 0.389
H -1.1160 -1.0762 0.2408 0.279
H 0.8678 0.5802 -1.0049 0.163
H -0.6347 1.3523 -0.7808 0.286
H -0.9772 -1.2820 -1.9339 0.230
H -1.3752 0.1142 -2.6320 0.233
O 1.2802 3.4302 -1.2543 -0.637
H 0.5814 4.0528 -1.4726 0.311
H 1.6004 3.0922 -2.0968 0.324
O 0.7589 -3.2979 -1.2199 -0.639
H 0.5476 -2.6893 -0.4865 0.349
H 1.5080 -3.7850 -0.8583 0.308
```

=====

## two
4 unconnected molecules or ions with the total composition C3H14N2O2, computed with ωB97M-V with the def2-TZVPD basis set.

Results
LUMO level = -4.0 eV

```
21
Properties=species:S:1:pos:R:3:mulliken_charge:R:1
N -2.3769 -0.5214 1.4580 -0.493
C 1.0362 -1.6825 -0.1056 -1.233
C 0.9529 -0.5783 -1.1698 0.095
N 1.3020 0.6275 -0.5340 0.002
C 0.4807 1.7861 -0.6986 -0.729
H -1.9905 -0.3747 0.5337 0.291
H 0.2858 -1.4326 0.6430 0.262
H 0.8361 -2.6757 -0.5096 0.354
H 1.9875 -1.6518 0.4222 0.381
H -0.1425 -0.4599 -1.4957 0.227
H 1.6424 -0.7942 -1.9945 0.330
H 1.5466 0.5328 0.5138 0.377
H -0.3646 1.6355 -0.0266 0.309
H 0.0983 1.8359 -1.7134 0.373
H 1.0484 2.6720 -0.4063 0.297
H -3.2795 -0.8857 1.6818 0.174
H 1.5211 1.3007 2.3473 0.201
O 1.1762 0.4960 1.9386 -0.793
H -1.9475 0.0300 2.1789 0.174
H -2.1546 0.1233 -1.9430 0.190
O -1.6581 0.0170 -1.1205 -0.789
```

=====

Each structure's energy above the most stable one, in kcal/mol: one 0.0; two 156.3.